Entry 1:
The following is a quantum chemistry calculation of a structure of composition C41H33N2O2P2S3Ta, from the Open Molecules 2025 dataset.

Properties
HOMO level ... -13.73 eV
Total charge ... +2
Frontier orbital gap ... 7.2 eV
Molecular weight ... 924.82 g/mol
ΔE to the lowest compared entry with this formula, charge and spin ... 0.000 eV

Cartesian coordinates (Å):
Ta: -1.155 0.381 0.957
S: 1.205 0.362 0.416
P: 1.297 0.411 2.525
C: -0.360 0.388 2.856
P: -1.539 -0.367 3.832
S: -2.872 -0.775 2.304
C: -2.269 0.726 5.035
C: -2.858 0.214 6.191
C: -3.469 1.080 7.084
C: -3.495 2.443 6.822
C: -2.914 2.951 5.666
C: -2.301 2.095 4.768
C: -0.984 -1.852 4.657
C: -0.045 -1.701 5.680
C: 0.457 -2.821 6.318
C: 0.018 -4.086 5.943
C: -0.919 -4.235 4.931
C: -1.421 -3.117 4.279
C: 2.215 -1.010 3.108
C: 3.322 -0.849 3.936
C: 3.973 -1.971 4.432
C: 3.520 -3.239 4.104
C: 2.409 -3.400 3.282
C: 1.756 -2.289 2.786
C: 2.139 1.906 3.007
C: 3.345 2.270 2.409
C: 4.001 3.408 2.842
C: 3.458 4.176 3.866
C: 2.257 3.814 4.459
C: 1.589 2.676 4.029
H: -2.835 -0.849 6.396
H: -3.923 0.691 7.985
H: -3.973 3.115 7.522
H: -2.943 4.014 5.467
H: -1.851 2.484 3.861
H: 0.287 -0.713 5.982
H: 1.183 -2.710 7.112
H: 0.403 -4.960 6.452
H: -1.267 -5.221 4.655
H: -2.155 -3.228 3.491
H: 3.677 0.140 4.196
H: 4.836 -1.850 5.072
H: 4.033 -4.110 4.490
H: 2.055 -4.392 3.035
H: 0.877 -2.411 2.163
H: 3.767 1.671 1.610
H: 4.935 3.701 2.382
H: 3.975 5.065 4.201
H: 1.838 4.417 5.253
H: 0.645 2.393 4.480
C: -1.011 5.664 -4.739
C: -1.471 4.853 -3.566
C: -2.643 5.180 -2.887
C: -3.060 4.450 -1.788
C: -2.285 3.374 -1.371
C: -1.110 3.019 -2.033
C: -0.713 3.762 -3.122
S: -2.828 2.456 -0.008
O: -4.052 2.961 0.497
O: -1.685 2.376 1.025
N: -2.736 0.902 -0.329
C: -3.239 0.086 -1.346
C: -4.295 0.316 -2.181
C: -4.624 -0.653 -3.158
C: -3.913 -1.812 -3.277
C: -2.810 -2.062 -2.422
C: -2.005 -3.217 -2.485
C: -0.935 -3.350 -1.636
C: -0.662 -2.335 -0.717
N: -1.405 -1.240 -0.608
C: -2.478 -1.098 -1.457
H: -1.838 6.197 -5.203
H: -0.532 5.037 -5.490
H: -0.278 6.405 -4.413
H: -3.238 6.018 -3.225
H: -3.968 4.704 -1.258
H: -0.513 2.178 -1.700
H: 0.197 3.499 -3.646
H: -4.883 1.220 -2.091
H: -5.463 -0.465 -3.814
H: -4.178 -2.549 -4.024
H: -2.232 -3.987 -3.212
H: -0.293 -4.217 -1.671
H: 0.196 -2.405 -0.060

These are the Mulliken partial charges, in e, on atoms 1 to 6: -0.01, -0.54, 1.50, -0.03, 1.64, -0.61

***

Entry 2:
The following is a quantum chemistry calculation of a structure of composition C41H33N5PdS9, from the Open Molecules 2025 dataset.

Properties
HOMO level ... -7.16 eV
Frontier orbital gap ... 7.0 eV
Molecular weight ... 990.77 g/mol
ΔE to the lowest compared entry with this formula, charge and spin ... 0.000 eV

Cartesian coordinates (Å):
Pd: -0.546 0.102 0.432
N: 1.546 0.003 0.768
S: 2.619 0.943 0.497
N: 3.530 0.954 -0.881
S: 3.109 0.290 -2.200
N: 1.759 0.635 -2.813
S: 0.416 -0.312 -2.829
N: -0.200 -0.752 -1.591
C: -0.498 0.684 -4.001
C: -1.491 0.033 -4.726
C: -2.296 0.766 -5.581
C: -2.115 2.137 -5.698
C: -1.134 2.777 -4.957
C: -0.316 2.054 -4.101
C: 0.906 -1.702 -3.841
C: 1.490 -1.533 -5.091
C: 1.872 -2.650 -5.811
C: 1.676 -3.921 -5.278
C: 1.094 -4.074 -4.032
C: 0.698 -2.958 -3.302
C: 3.429 -1.467 -2.179
C: 2.927 -2.212 -1.113
C: 3.189 -3.573 -1.072
C: 3.913 -4.179 -2.085
C: 4.379 -3.434 -3.157
C: 4.143 -2.068 -3.213
C: 4.321 0.928 -3.302
C: 5.653 0.873 -2.899
C: 6.616 1.401 -3.738
C: 6.240 1.983 -4.947
C: 4.910 2.041 -5.319
C: 3.926 1.508 -4.490
C: 2.152 2.639 0.613
C: 1.248 2.862 1.648
C: 0.781 4.147 1.867
C: 1.215 5.185 1.056
C: 2.114 4.943 0.026
C: 2.593 3.663 -0.207
C: 4.004 0.844 1.621
C: 3.885 -0.075 2.641
C: 4.926 -0.214 3.553
C: 6.055 0.574 3.436
C: 6.156 1.507 2.404
C: 5.132 1.648 1.488
H: -1.642 -1.032 -4.623
H: -3.068 0.267 -6.151
H: -2.750 2.708 -6.363
H: -1.007 3.848 -5.033
H: 0.430 2.554 -3.502
H: 1.630 -0.544 -5.504
H: 2.319 -2.533 -6.788
H: 1.978 -4.793 -5.842
H: 0.944 -5.062 -3.620
H: 0.236 -3.040 -2.328
H: 2.353 -1.736 -0.327
H: 2.822 -4.157 -0.239
H: 4.114 -5.241 -2.042
H: 4.933 -3.909 -3.953
H: 4.507 -1.501 -4.053
H: 5.923 0.430 -1.953
H: 7.656 1.364 -3.449
H: 6.997 2.400 -5.597
H: 4.626 2.505 -6.253
H: 2.878 1.558 -4.748
H: 0.897 2.029 2.245
H: 0.065 4.331 2.655
H: 0.842 6.186 1.218
H: 2.434 5.756 -0.611
H: 3.270 3.464 -1.026
H: 2.989 -0.665 2.700
H: 4.844 -0.941 4.350
H: 6.862 0.469 4.147
H: 7.040 2.124 2.320
H: 5.208 2.368 0.687
C: -3.284 -2.674 1.525
S: -1.810 -2.865 0.505
C: -0.561 -2.901 1.727
C: -0.190 -1.888 2.542
S: -0.789 -0.229 2.615
S: 1.076 -2.303 3.664
C: 1.415 -3.900 3.126
S: 2.630 -4.846 3.718
S: 0.327 -4.389 1.895
H: -4.064 -2.329 0.850
H: -3.119 -1.907 2.282
H: -3.588 -3.612 1.983
S: -2.466 1.497 0.423
C: -1.353 2.418 -0.472
N: -0.553 3.001 -1.075

These are the Mulliken partial charges, in e, on atoms 1 to 6: 0.49, 1.04, 0.34, -0.17, 1.59, -0.03

***

Entry 3:
The following is a quantum chemistry calculation of a structure of composition C41H34ClO4P2PdSSbSe4, from the Open Molecules 2025 dataset.

Properties
HOMO level ... -2.29 eV
Total charge ... -2
Frontier orbital gap ... 6.0 eV
Molecular weight ... 1264.21 g/mol

Cartesian coordinates (Å):
Pd: -0.426 0.696 0.595
C: 1.237 -2.132 -2.708
P: 0.298 -1.180 -1.444
C: -1.069 -2.274 -0.851
C: -0.887 -3.651 -0.968
C: -1.882 -4.539 -0.590
C: -3.073 -4.066 -0.061
C: -3.240 -2.700 0.112
C: -2.243 -1.815 -0.266
C: -0.525 0.191 -2.390
C: -2.067 0.374 -2.351
C: -2.636 1.075 -3.516
C: -1.889 1.694 -4.438
C: -0.448 1.553 -4.443
C: 0.171 0.772 -3.545
P: 0.488 -3.422 -3.808
C: -0.996 -2.630 -4.553
C: -2.245 -3.069 -4.114
C: -3.412 -2.568 -4.679
C: -3.341 -1.637 -5.702
C: -2.102 -1.192 -6.145
C: -0.940 -1.679 -5.570
C: 1.647 -3.340 -5.236
C: 2.958 -2.880 -5.140
C: 3.820 -2.946 -6.230
C: 3.388 -3.474 -7.435
C: 2.084 -3.947 -7.542
C: 1.231 -3.888 -6.454
H: 2.039 -2.614 -2.147
H: 1.677 -1.352 -3.331
H: 0.060 -4.052 -1.288
H: -1.701 -5.603 -0.680
H: -3.847 -4.757 0.254
H: -4.135 -2.308 0.580
H: -2.373 -0.765 -0.051
H: -2.671 -0.455 -2.012
H: -3.718 1.077 -3.608
H: -2.365 2.237 -5.246
H: 0.126 2.018 -5.236
H: 1.240 0.611 -3.629
H: -2.305 -3.803 -3.320
H: -4.373 -2.910 -4.314
H: -4.248 -1.241 -6.143
H: -2.042 -0.441 -6.923
H: 0.019 -1.318 -5.919
H: 3.323 -2.466 -4.209
H: 4.833 -2.577 -6.130
H: 4.057 -3.519 -8.285
H: 1.732 -4.364 -8.478
H: 0.216 -4.258 -6.550
O: -2.299 9.024 2.119
C: -1.411 8.031 1.801
O: -0.273 8.330 1.565
C: -1.984 6.666 1.705
C: -1.139 5.564 1.821
C: -1.638 4.275 1.749
C: -2.998 4.060 1.531
S: -3.733 2.475 1.321
C: -3.846 5.164 1.395
C: -3.346 6.447 1.484
H: -3.133 8.615 2.375
H: -0.078 5.716 1.969
H: -0.959 3.437 1.846
H: -4.902 5.004 1.208
H: -4.030 7.278 1.334
C: -1.194 1.123 -1.373
C: -1.115 2.607 -1.517
C: 0.102 3.291 -1.514
C: 0.150 4.674 -1.597
C: -1.021 5.414 -1.692
C: -2.239 4.749 -1.699
C: -2.282 3.367 -1.611
H: 1.020 2.727 -1.418
H: 1.109 5.176 -1.562
H: -0.984 6.496 -1.732
H: -3.165 5.311 -1.753
H: -3.238 2.858 -1.604
Se: -2.292 1.028 2.133
Sb: 1.259 0.826 2.528
Se: 2.263 2.993 2.547
Se: 2.132 -0.638 4.191
Se: 1.771 0.179 -0.497
Cl: 1.852 -5.504 1.413
C: 1.801 -3.819 2.069
C: 1.013 -2.887 1.142
O: 1.472 -2.760 -0.033
O: 0.034 -2.309 1.617
H: 2.832 -3.484 2.153
H: 1.331 -3.865 3.044

These are the Mulliken partial charges, in e, on atoms 1 to 6: -0.45, -1.48, 0.85, 2.06, -0.88, -1.14

***

Entry 4:
The following is a quantum chemistry calculation of a structure of composition C41H34FN12O8PbS, from the Open Molecules 2025 dataset.

Properties
HOMO level (alpha / beta) ... -9.67 / -9.67 eV
Total charge ... +1
Frontier orbital gap (alpha / beta) ... 4.9 / 6.5 eV
Molecular weight ... 1081.06 g/mol
ΔE to the lowest compared entry with this formula, charge and spin ... 1.946 eV

Cartesian coordinates (Å):
Pb: -0.289 0.132 0.051
O: -2.339 -3.677 -0.887
C: -1.741 -2.600 -0.938
N: -1.904 -1.528 -0.153
C: -2.862 -1.651 0.933
C: -2.230 -1.365 2.284
C: -2.845 -1.768 3.465
C: -2.222 -1.513 4.674
C: -0.999 -0.853 4.684
C: -0.466 -0.450 3.478
N: -1.071 -0.698 2.309
C: -0.676 -2.428 -2.020
C: -0.463 -3.456 -2.927
C: 0.512 -3.299 -3.899
C: 1.262 -2.131 -3.922
C: 0.986 -1.154 -2.981
N: 0.031 -1.297 -2.063
H: -3.297 -2.651 0.939
H: -3.679 -0.933 0.783
H: -3.802 -2.275 3.422
H: -2.684 -1.828 5.601
H: -0.470 -0.658 5.606
H: 0.471 0.098 3.429
H: -1.071 -4.345 -2.838
H: 0.684 -4.075 -4.635
H: 2.040 -1.970 -4.657
H: 1.544 -0.222 -2.952
F: 2.581 -6.292 -1.205
C: 3.304 -5.220 -0.776
C: 2.654 -4.076 -0.432
C: 3.370 -2.984 0.062
C: 2.633 -1.767 0.443
O: 1.392 -1.789 0.446
C: 3.464 -0.653 0.803
C: 4.802 -0.817 0.901
N: 5.469 -1.986 0.650
C: 6.906 -2.030 0.778
C: 7.530 -2.892 1.836
C: 7.556 -1.399 1.965
C: 4.763 -3.074 0.180
C: 5.408 -4.260 -0.199
C: 4.696 -5.348 -0.669
N: 5.382 -6.529 -1.036
C: 6.302 -7.163 -0.121
C: 5.670 -8.401 0.508
N: 5.262 -9.340 -0.598
C: 4.283 -8.677 -1.537
C: 4.930 -7.413 -2.088
C: 2.905 0.745 1.080
O: 3.247 1.275 2.151
O: 2.167 1.213 0.166
H: 1.574 -3.997 -0.511
H: 5.423 0.018 1.198
H: 7.424 -1.952 -0.171
H: 8.444 -3.418 1.591
H: 6.867 -3.431 2.502
H: 8.486 -0.873 1.802
H: 6.921 -0.954 2.720
H: 6.487 -4.324 -0.142
H: 6.586 -6.478 0.672
H: 7.214 -7.461 -0.657
H: 4.771 -8.133 1.060
H: 6.361 -8.914 1.175
H: 4.859 -10.191 -0.213
H: 6.095 -9.602 -1.126
H: 3.390 -8.434 -0.969
H: 4.031 -9.373 -2.334
H: 4.223 -6.909 -2.737
H: 5.796 -7.696 -2.704
O: -8.230 2.617 1.760
S: -8.112 3.825 2.528
O: -6.798 4.231 2.979
O: -8.552 5.111 1.357
C: -7.640 5.227 0.407
N: -7.838 6.169 -0.523
C: -6.906 6.295 -1.452
C: -5.753 5.522 -1.510
C: -5.633 4.549 -0.535
N: -6.578 4.420 0.388
C: -4.468 3.621 -0.448
C: -3.677 3.347 -1.556
C: -2.610 2.477 -1.416
N: -2.315 1.872 -0.268
C: -3.086 2.126 0.794
C: -4.163 2.990 0.754
H: -7.096 7.068 -2.189
H: -4.999 5.683 -2.265
H: -3.892 3.782 -2.523
H: -1.966 2.252 -2.261
H: -2.823 1.610 1.715
H: -4.766 3.175 1.631
O: 0.009 2.406 2.139
N: 0.776 3.164 1.635
C: 1.758 3.884 2.030
C: 2.208 3.895 3.397
N: 2.526 3.938 4.501
C: 2.429 4.705 1.057
N: 2.941 5.384 0.285

These are the Mulliken partial charges, in e, on atoms 1 to 6: 1.30, -0.80, 0.16, 0.02, -1.08, 0.54

***

Entry 5:
The following is a quantum chemistry calculation of a structure of composition C41H34FN3O2OsS, from the Open Molecules 2025 dataset.

Properties
Expectation value of S² ... 6.03
HOMO level (alpha / beta) ... -6.96 / -7.28 eV
Spin multiplicity ... 5
Frontier orbital gap (alpha / beta) ... 6.7 / 6.1 eV
Molecular weight ... 842.04 g/mol
ΔE to the lowest compared entry with this formula, charge and spin ... 0.629 eV

Cartesian coordinates (Å):
Os: -0.059 0.530 0.547
C: 3.620 -1.780 1.722
C: 2.716 -0.746 1.437
N: 1.424 -0.951 1.313
C: 0.919 -2.202 1.436
C: 1.760 -3.304 1.675
C: 3.140 -3.053 1.836
C: 1.206 -4.606 1.707
C: -0.125 -4.759 1.457
C: -0.970 -3.655 1.224
C: -0.493 -2.356 1.249
N: -1.195 -1.182 1.043
C: -2.577 -1.099 1.092
C: -3.457 -2.026 1.628
C: -4.853 -1.837 1.580
C: -5.414 -0.722 1.026
C: -4.563 0.304 0.549
C: -5.041 1.541 0.055
C: -4.161 2.520 -0.307
C: -2.784 2.267 -0.171
N: -2.325 1.118 0.253
C: -3.166 0.124 0.602
H: 4.670 -1.554 1.831
H: 3.064 0.279 1.313
H: 3.806 -3.882 2.032
H: 1.848 -5.453 1.891
H: -0.556 -5.748 1.428
H: -1.994 -3.858 0.967
H: -3.087 -2.897 2.137
H: -5.487 -2.605 1.999
H: -6.486 -0.592 0.983
H: -6.108 1.702 -0.013
H: -4.497 3.479 -0.675
H: -2.047 3.031 -0.412
S: -0.644 1.832 2.400
C: 0.695 2.303 3.461
C: 1.778 1.489 3.769
C: 2.791 1.954 4.588
C: 2.726 3.227 5.136
C: 1.623 4.025 4.868
C: 0.614 3.571 4.036
H: 1.824 0.476 3.377
H: 3.633 1.313 4.805
H: 3.518 3.589 5.773
H: 1.549 5.014 5.298
H: -0.233 4.205 3.817
F: 5.277 4.791 2.365
C: 4.309 4.109 1.710
C: 4.661 3.020 0.940
C: 3.655 2.332 0.279
C: 2.312 2.697 0.401
C: 1.267 1.921 -0.329
C: 2.010 3.823 1.170
C: 3.000 4.536 1.821
H: 5.697 2.734 0.851
H: 3.922 1.503 -0.362
H: 1.738 1.376 -1.157
H: 0.521 2.588 -0.786
H: 0.981 4.131 1.273
H: 2.767 5.395 2.430
C: -1.775 -2.420 -7.199
C: -1.328 -1.989 -5.831
C: -1.645 -2.734 -4.705
C: -1.226 -2.350 -3.437
C: -1.582 -3.174 -2.232
C: -0.485 -1.180 -3.310
C: -0.156 -0.408 -4.421
C: 0.633 0.862 -4.273
C: -0.577 -0.832 -5.671
C: -0.054 -0.734 -1.954
O: 0.795 -1.334 -1.314
O: -0.592 0.350 -1.551
H: -2.358 -3.336 -7.150
H: -0.920 -2.598 -7.851
H: -2.390 -1.651 -7.667
H: -2.224 -3.639 -4.812
H: -2.076 -4.097 -2.528
H: -2.256 -2.627 -1.569
H: -0.692 -3.419 -1.656
H: 1.420 0.756 -3.529
H: -0.010 1.679 -3.947
H: 1.093 1.140 -5.219
H: -0.313 -0.247 -6.539

These are the Mulliken partial charges, in e, on atoms 1 to 6: 2.37, -1.30, -0.37, 0.27, 0.11, 1.38